Entry from the Open Molecules 2025 dataset: 4 unconnected molecules or ions with the total composition C2H12O3S (ωB97M-V with the def2-TZVPD basis set).

Results
relative energy (zero: lowest compared OMol25 entry of this formula, charge and spin) = 16.1 kcal/mol
frontier orbital gap = 10.12 eV
highest occupied orbital energy = -0.3502 hartree
structure (SMILES) = CCS.O.O.O

Positions of all 18 atoms, in Å:
C -3.40024 0.29448 -0.91545
C -2.35486 0.99781 -0.06046
S -1.31124 -0.22416 0.85259
H -4.21414 -0.13244 -0.33332
H -2.96110 -0.44537 -1.57965
H -3.89165 1.04621 -1.54107
H -1.72694 1.61832 -0.68535
H -2.76216 1.49850 0.80884
H -2.24492 -1.16642 0.93825
O 3.36815 1.03847 0.72692
H 3.16072 0.73316 -0.15785
H 3.58189 1.97994 0.57570
O 4.11487 -2.16367 0.88543
H 3.16152 -2.08477 0.79999
H 4.22795 -2.18443 1.82295
O 1.49429 -0.25269 -0.76964
H 0.80821 -0.65063 -1.29436
H 0.94965 0.09769 -0.07352

Here are the Mulliken charges for atoms 1 to 6, given in e:
1 C -1.1613
2 C -0.2747
3 S -0.3039
4 H 0.3535
5 H 0.3343
6 H 0.3252


Entry from the Open Molecules 2025 dataset: 4 unconnected molecules or ions with the total composition C2H12O3S2 (ωB97M-V with the def2-TZVPD basis set).

Results
relative energy (zero: lowest compared OMol25 entry of this formula, charge and spin) = 26.9 kcal/mol
frontier orbital gap = 8.91 eV
highest occupied orbital energy = -0.3141 hartree
structure (SMILES) = CCSS.O.O.O

Positions of all 19 atoms, in Å:
C 2.66776 -0.18014 -0.77449
C 1.87989 0.29870 0.50050
S 0.31487 -0.59806 0.57518
S -0.77487 0.55734 1.97048
H 3.19296 -1.09571 -0.53126
H 2.04678 -0.33232 -1.65062
H 3.36634 0.63480 -0.95167
H 2.51629 0.10811 1.36218
H 1.79418 1.37552 0.38467
H 0.31520 0.72040 2.73916
O -1.94177 -1.23086 -6.38339
H -1.58347 -0.51764 -5.83940
H -1.31747 -1.26490 -7.13750
O 2.85520 5.12654 2.30735
H 3.39054 5.11237 1.49672
H 2.14172 4.53813 2.07514
O -4.18619 -4.03533 0.20150
H -3.94370 -3.97671 -0.71770
H -5.01812 -3.58149 0.26167

Here are the Mulliken charges for atoms 1 to 6, given in e:
1 C -1.1819
2 C -0.3940
3 S -0.0535
4 S -0.2154
5 H 0.3121
6 H 0.3632


Entry from the Open Molecules 2025 dataset: 5 unconnected molecules or ions with the total composition C2H12O4 (ωB97M-V with the def2-TZVPD basis set).

Results
relative energy (zero: lowest compared OMol25 entry of this formula, charge and spin) = 24.5 kcal/mol
frontier orbital gap = 11.00 eV
highest occupied orbital energy = -0.3808 hartree
structure (SMILES) = C=C.O.O.O.O

Positions of all 18 atoms, in Å:
C -2.33626 0.79000 -0.65153
C -2.50394 -0.50574 -0.85189
H -2.99475 1.39490 -0.04236
H -1.46076 1.32407 -1.00275
H -3.22111 -1.11559 -0.31908
H -1.98149 -1.04199 -1.62307
O 1.10130 -1.95032 -0.87724
H 0.35614 -2.11613 -1.45141
H 1.53758 -1.09245 -1.00927
O 1.22954 -0.80683 1.92992
H 0.89754 -1.31566 1.14239
H 1.85979 -1.43879 2.34099
O 1.24095 1.92464 1.49451
H 1.11261 1.03892 1.84221
H 0.35754 2.10053 1.20517
O 1.71033 0.57619 -0.87601
H 1.70631 0.88477 0.05116
H 1.38871 1.34947 -1.30174

Here are the Mulliken charges for atoms 1 to 6, given in e:
1 C -0.4094
2 C -0.4262
3 H 0.2264
4 H 0.1828
5 H 0.2317
6 H 0.1982


Entry from the Open Molecules 2025 dataset: 5 unconnected molecules or ions with the total composition C2H12O5 (ωB97M-V with the def2-TZVPD basis set).

Results
relative energy (zero: lowest compared OMol25 entry of this formula, charge and spin) = 10.1 kcal/mol
frontier orbital gap = 9.99 eV
highest occupied orbital energy = -0.3444 hartree
structure (SMILES) = C=CO.O.O.O.O

Positions of all 19 atoms, in Å:
C 2.45713 1.38032 0.34659
C 2.26845 0.08676 0.52891
O 1.07789 -0.32605 1.09245
H 3.39396 1.73968 -0.05790
H 1.72504 2.15179 0.52978
H 2.98975 -0.68067 0.29241
H 0.83645 -1.24371 0.91341
O -1.43078 -2.14542 0.30871
H -1.91298 -2.80798 -0.19068
H -1.69069 -1.28061 -0.06203
O 0.22116 -0.26904 -2.50018
H -0.14610 -0.68126 -3.28650
H -0.54161 0.06718 -2.00955
O -2.18466 0.36571 -0.80012
H -3.10157 0.61604 -0.90038
H -1.71620 0.74247 -0.01944
O -1.10631 1.17122 1.49140
H -0.33521 0.56013 1.46953
H -0.82794 2.08946 1.48341

Here are the Mulliken charges for atoms 1 to 6, given in e:
1 C -0.7630
2 C 0.2038
3 O -0.5118
4 H 0.2469
5 H 0.1719
6 H 0.3056


Entry from the Open Molecules 2025 dataset: 5 unconnected molecules or ions with the total composition C2H12O5 (ωB97M-V with the def2-TZVPD basis set).

Results
relative energy (zero: lowest compared OMol25 entry of this formula, charge and spin) = 21.0 kcal/mol
frontier orbital gap = 9.44 eV
highest occupied orbital energy = -0.3299 hartree
structure (SMILES) = C=CO.O.O.O.O

Positions of all 19 atoms, in Å:
C -2.42553 -0.77909 -0.45816
C -1.89116 -0.52231 0.74378
O -0.99377 0.48209 0.93842
H -3.32365 -1.38232 -0.50515
H -1.97960 -0.58912 -1.42475
H -2.26995 -1.10927 1.57592
H -0.26505 0.07145 1.47117
O 1.70751 2.43239 1.13809
H 2.28814 2.97193 0.60758
H 1.74027 1.55286 0.73200
O 0.77445 -1.80453 1.85228
H 1.60134 -1.59738 1.37314
H 1.16950 -2.10670 2.68315
O 1.75045 -0.07034 -0.44020
H 2.36781 -0.27054 -1.13643
H 0.95076 0.13238 -0.92483
O -0.04789 0.90873 -2.64095
H -0.81732 1.05152 -2.09421
H -0.33631 0.62824 -3.49085

Here are the Mulliken charges for atoms 1 to 6, given in e:
1 C -0.6722
2 C 0.1770
3 O -0.4217
4 H 0.2359
5 H 0.1116
6 H 0.2781


Entry from the Open Molecules 2025 dataset: a molecular structure, C2H12O6Pt (ωB97M-V with the def2-TZVPD basis set).

Results
relative energy (zero: lowest compared OMol25 entry of this formula, charge and spin) = 0.0 kcal/mol
multiplicity = 3
frontier orbital gap (spin up / spin down) = 5.45 / 5.97 eV
highest occupied orbital energy (spin up / spin down) = -0.2198 / -0.2394 hartree
⟨S²⟩ = 2.004

Positions of all 21 atoms, in Å:
Pt 6.85358 34.32700 7.05716
O 8.85644 34.00510 7.58681
C 8.96115 33.17464 8.69953
C 7.63921 32.60973 9.25622
O 6.49053 33.26433 8.83244
H 9.47863 33.72621 9.50466
H 9.59056 32.30171 8.44155
H 7.65814 32.72081 10.36006
H 7.55049 31.51163 9.13950
O 6.95813 35.58614 5.02982
H 7.51574 35.50173 4.25158
H 6.22096 36.13943 4.75962
O 4.52962 34.72029 6.90660
H 3.77077 34.34884 7.36474
H 4.17542 35.18553 6.14462
O 6.52982 32.47640 5.70989
H 6.54799 31.56651 6.01832
H 6.25643 32.45531 4.78995
O 6.96094 36.14551 8.46385
H 7.50209 35.94658 9.23324
H 6.40295 36.89352 8.68868

Here are the Mulliken charges for atoms 1 to 6, given in e:
1 Pt 1.4626
2 O -0.8148
3 C -0.3129
4 C -0.4256
5 O -0.8338
6 H 0.2382


Entry from the Open Molecules 2025 dataset: a molecular structure, C2H13Ba3NO3 (ωB97M-V with the def2-TZVPD basis set).

Results
net charge = +5
multiplicity = 2
frontier orbital gap (spin up / spin down) = 4.72 / 7.30 eV
highest occupied orbital energy (spin up / spin down) = -0.8109 / -0.9241 hartree
⟨S²⟩ = 0.750

Positions of all 22 atoms, in Å:
N -2.01385 -1.70675 -0.16973
H -1.23387 -1.33830 0.35561
H -1.77075 -1.89755 -1.13129
H -2.78019 -1.05030 -0.21317
H -2.30745 -2.60258 0.19275
Ba -1.12475 0.46139 3.60288
Ba 2.52844 -0.96382 2.62944
Ba -0.43845 -3.97204 2.67491
O -0.07986 -1.33896 1.86522
H 0.41544 -1.41379 1.02641
C -0.82257 1.45419 -1.78338
O -0.52585 0.74581 -0.60049
H -0.28304 1.12134 -2.67007
H -1.86563 1.22038 -1.99659
H -0.60367 2.51191 -1.63714
H -1.16649 1.05291 0.04518
C 2.57043 1.52901 -0.33432
O 2.18053 0.17496 -0.14791
H 1.84138 2.27692 -0.02254
H 3.46680 1.85546 0.19297
H 2.73425 1.64900 -1.40524
H 1.27916 0.23081 -0.47350

Here are the Mulliken charges for atoms 1 to 6, given in e:
1 N -0.2654
2 H -0.0147
3 H 0.4045
4 H 0.4085
5 H 0.3521
6 Ba 1.7550


Largest force on an atom? In order: 0.02963, 0.03070, 0.03044, 0.02572, 0.03686, 0.02601, 0.04913 hartree/bohr.
Molecular weight? In order: 116.18, 148.25, 100.11, 116.11, 116.11, 327.19, 511.11 u.